*w*
DFT (the ωB97M-V functional and the def2-TZVPD basis) results for an isolated molecule of C5H13NS.

```
20
Properties=species:S:1:pos:R:3:mulliken_charge:R:1
C -0.143 0.745 0.069 -0.9290
C 1.299 1.284 -0.284 -0.4527
S 1.008 2.391 -1.710 -0.2510
C -0.260 -0.257 1.241 -0.6818
N 0.187 -1.610 0.900 -0.3720
C -0.960 -2.482 1.237 -0.4469
C -2.008 -2.466 0.202 -0.6621
H -0.444 0.303 -0.829 0.4602
H -1.020 1.536 0.221 0.3872
H 1.586 1.760 0.691 0.3167
H 1.942 0.463 -0.637 0.3219
H 2.192 2.864 -1.985 0.1078
H 0.089 0.253 2.159 0.3504
H -1.437 -0.206 1.388 0.3049
H 1.019 -2.046 1.402 0.2782
H -0.650 -3.596 1.395 0.3090
H -1.335 -2.109 2.273 0.2802
H -2.978 -2.460 0.831 0.2070
H -1.876 -1.367 -0.176 0.1242
H -2.091 -3.329 -0.474 0.3477
```

Summary:
Charge: 0
E_LUMO, eV: 1.015
SMILES string: CCNCCCS
Highest occupied orbital energy, eV: -9.004
2S+1: 1
Orbital gap, eV: 10.02

---

*x*
DFT (the ωB97M-V functional and the def2-TZVPD basis) results for an isolated molecule of C5H13NS.

```
20
Properties=species:S:1:pos:R:3:mulliken_charge:R:1
C -1.321 -0.935 -1.955 -0.2597
N -0.968 0.171 -1.086 -0.3380
C 0.072 -0.088 -0.094 0.4366
C 0.036 1.107 0.873 -0.9856
S 1.333 1.049 2.169 -0.2362
C 1.428 -0.390 -0.700 -1.4586
C -2.282 -1.908 -1.279 -1.2031
H -1.827 -0.539 -2.842 0.3812
H -0.476 -1.522 -2.342 0.2295
H -0.654 0.953 -1.660 0.2961
H -0.243 -0.944 0.512 0.1138
H 0.159 2.044 0.335 0.3981
H -0.916 1.105 1.388 0.3780
H 2.166 1.878 1.533 0.1181
H 1.355 -1.339 -1.226 0.3635
H 1.696 0.350 -1.456 0.3155
H 2.210 -0.521 0.035 0.4656
H -1.770 -2.386 -0.452 0.2943
H -3.119 -1.364 -0.847 0.3080
H -2.600 -2.667 -2.000 0.3828
```

Summary:
Charge: 0
E_LUMO, eV: 0.925
SMILES string: CCN[C@@H](C)CS
Highest occupied orbital energy, eV: -8.913
2S+1: 1
Orbital gap, eV: 9.84

---

*y*
DFT (the ωB97M-V functional and the def2-TZVPD basis) results for an isolated molecule of C5H13NS.

```
20
Properties=species:S:1:pos:R:3:mulliken_charge:R:1
C 0.390 1.192 0.486 -0.3645
C 1.463 0.506 -0.322 -0.8262
S 2.751 -0.401 0.653 -0.2137
C -0.565 0.193 1.124 -0.7724
N -1.380 -0.566 0.121 -0.3156
C -1.991 0.167 -0.931 -0.2086
C -3.186 -0.597 -1.553 -1.4022
H -0.189 1.853 -0.153 0.2805
H 0.823 1.841 1.250 0.3787
H 1.036 -0.262 -0.969 0.3095
H 1.986 1.108 -1.066 0.4021
H 2.119 -1.592 0.533 0.1243
H -0.106 -0.591 1.721 0.4279
H -1.219 0.720 1.839 0.3225
H -2.070 -1.087 0.615 0.2252
H -2.431 1.153 -0.633 0.2636
H -1.391 0.506 -1.780 0.2631
H -3.392 -0.076 -2.492 0.3850
H -2.912 -1.622 -1.795 0.3789
H -4.109 -0.568 -0.978 0.3421
```

Summary:
Charge: 0
E_LUMO, eV: 1.014
SMILES string: CCNCCCS
Highest occupied orbital energy, eV: -8.780
2S+1: 1
Orbital gap, eV: 9.79

---

*z*
DFT (the ωB97M-V functional and the def2-TZVPD basis) results for an isolated molecule of C5H13NS.

```
20
Properties=species:S:1:pos:R:3:mulliken_charge:R:1
C -0.755 -0.927 -0.928 -0.7888
C -1.843 -1.238 0.167 -0.6650
S -3.405 -1.709 -0.841 -0.2367
C -0.576 0.586 -0.888 -0.6960
N 0.163 1.082 0.279 -0.3790
C 1.469 0.411 0.506 -0.2893
C 2.525 1.400 1.016 -1.3486
H 0.175 -1.465 -0.764 0.2771
H -1.032 -1.320 -1.918 0.5123
H -1.830 -0.423 0.892 0.4295
H -1.526 -2.152 0.670 0.3673
H -3.951 -2.380 0.212 0.1313
H -1.487 1.145 -1.111 0.3896
H 0.048 0.747 -1.812 0.3808
H 0.449 2.016 -0.001 0.2521
H 1.740 -0.217 -0.339 0.3303
H 1.353 -0.266 1.363 0.2232
H 3.374 0.793 1.386 0.3809
H 2.139 1.937 1.897 0.3319
H 2.971 1.980 0.215 0.3969
```

Summary:
Charge: 0
E_LUMO, eV: 1.016
SMILES string: CCNCCCS
Highest occupied orbital energy, eV: -8.882
2S+1: 1
Orbital gap, eV: 9.90

---

Which of them is the most stable? Correct choice: *x*.

---

*w*
DFT (the ωB97M-V functional and the def2-TZVPD basis) results for an isolated molecule of C5H13NS.

```
20
Properties=species:S:1:pos:R:3:mulliken_charge:R:1
C 1.525 2.157 -0.107 -1.3581
C 0.701 0.878 0.091 0.4066
C -0.517 0.871 -0.831 -0.7854
C -1.598 -0.195 -0.507 -0.8309
S -1.885 -0.871 1.148 -0.1070
C -0.904 -2.388 1.092 -0.7207
N 1.490 -0.339 -0.051 -0.6016
H 1.640 2.323 -1.175 0.2801
H 2.467 2.065 0.401 0.3947
H 0.947 2.997 0.279 0.3516
H 0.283 0.778 1.105 0.3087
H -1.000 1.844 -0.890 0.3651
H -0.153 0.584 -1.817 0.3210
H -1.488 -1.021 -1.175 0.3415
H -2.575 0.170 -0.821 0.4196
H 0.116 -2.145 0.805 0.1395
H -1.282 -3.110 0.406 0.3014
H -0.912 -2.773 2.119 0.3095
H 1.421 -0.961 -0.842 0.1999
H 1.727 -0.861 0.771 0.2645
```

Summary:
Charge: 0
E_LUMO, eV: 0.965
SMILES string: CSCC[C@H](C)N
Highest occupied orbital energy, eV: -8.483
2S+1: 1
Orbital gap, eV: 9.45

---

*x*
DFT (the ωB97M-V functional and the def2-TZVPD basis) results for a structure of composition C5H13NS.

```
20
Properties=species:S:1:pos:R:3:mulliken_charge:R:1
C 1.755 1.283 -0.561 -0.7562
C 0.284 1.623 -0.492 -0.6972
C -0.850 0.597 -0.303 0.3059
C -1.056 -0.476 -1.461 -0.6605
C 0.472 -1.454 1.756 -0.5293
H 1.996 0.332 -1.155 0.0101
H 2.361 2.147 -0.730 0.3911
H 1.975 0.959 0.595 0.1471
H 0.251 2.336 0.379 0.3265
H 0.191 2.255 -1.550 0.2385
H -1.721 1.257 -0.281 0.2194
H -1.812 -1.403 -1.280 0.3075
H -1.370 0.095 -2.383 0.2962
H 1.300 -0.684 -1.785 0.2815
H 0.356 -2.323 -1.087 0.3161
H 1.874 -1.266 2.120 0.2157
H -0.274 -1.703 2.908 0.2482
H 0.424 -2.091 0.737 0.0117
N 0.154 -1.338 -1.894 -0.6115
S -0.641 0.001 1.446 -0.0607
```

Summary:
Charge: 0
E_LUMO, eV: 0.519
Highest occupied orbital energy, eV: -8.451
2S+1: 1
Orbital gap, eV: 8.97

---

Which of them is the most stable? Correct choice: *w*.

---

*w*
DFT (the ωB97M-V functional and the def2-TZVPD basis) results for a cluster of 2 separate species, C5H13NS in total.

```
20
Properties=species:S:1:pos:R:3:mulliken_charge:R:1
C -2.268 0.111 -0.357 -1.0474
C -1.495 0.158 0.953 -0.3887
C -0.058 -1.683 1.615 -0.0918
N -0.256 -0.644 0.922 0.2711
H -1.608 0.285 -1.207 0.4177
H -2.790 -0.831 -0.507 0.3471
H -2.970 0.943 -0.366 0.3104
H -1.161 1.162 1.209 0.3058
H -2.125 -0.224 1.757 0.3433
H 0.898 -2.187 1.572 0.2835
H -0.854 -2.086 2.230 0.2455
H 0.404 -0.369 0.179 -0.0631
C 2.167 0.016 -1.220 -0.9693
C 1.330 1.198 -0.687 -0.1363
S 1.832 2.721 -1.509 -0.4875
H 3.221 0.246 -1.071 0.2924
H 1.969 -0.149 -2.276 0.2243
H 2.023 -0.963 -0.704 0.2773
H 1.467 1.303 0.401 0.2170
H 0.276 0.992 -0.935 -0.3516
```

Summary:
Charge: 0
E_LUMO, eV: -1.875
Highest occupied orbital energy, eV: -5.536
2S+1: 1
Orbital gap, eV: 3.66

---

*x*
DFT (the ωB97M-V functional and the def2-TZVPD basis) results for a cluster of 2 separate species, C5H13NS in total.

```
20
Properties=species:S:1:pos:R:3:mulliken_charge:R:1
C -0.359 -1.522 2.861 -0.8076
C -0.508 2.723 -1.824 -0.8712
C 1.493 1.483 -0.931 -1.0580
C -1.639 -0.676 0.572 -0.8185
C 0.663 1.762 -1.916 0.3095
N 0.736 -2.782 0.216 -0.6435
S -0.237 -1.418 1.183 0.3643
H -1.284 -1.979 3.110 0.2965
H 0.622 -1.663 3.327 0.2932
H -0.509 3.253 -0.759 0.2330
H -1.338 1.970 -1.928 0.1795
H -0.537 3.489 -2.526 0.3759
H 2.291 0.869 -0.980 0.4530
H 1.440 2.039 0.118 0.1771
H 1.525 -2.963 0.834 0.2736
H -2.370 -1.005 1.234 0.2985
H -1.759 -0.669 -0.503 0.2976
H 0.767 1.163 -2.966 0.2151
H 0.143 -3.613 0.164 0.2605
H 0.860 -0.462 0.716 0.1716
```

Summary:
Charge: 0
E_LUMO, eV: 0.605
SMILES string: C=[SH](=C)N.C=CC
Highest occupied orbital energy, eV: -7.586
2S+1: 1
Orbital gap, eV: 8.19

---

*y*
DFT (the ωB97M-V functional and the def2-TZVPD basis) results for a cluster of 2 separate species, C5H13NS in total.

```
20
Properties=species:S:1:pos:R:3:mulliken_charge:R:1
C -0.954 -2.999 0.556 -0.8802
C 0.994 -1.550 0.332 0.1703
N 0.482 -2.688 0.794 -0.0602
H -1.221 -4.052 0.820 0.3169
H -1.062 -2.887 -0.549 0.3382
H -1.571 -2.225 1.071 0.3103
H 0.265 -0.814 -0.141 -0.2466
H 2.093 -1.360 0.467 0.2852
H 1.088 -3.442 1.174 0.2990
C 1.262 2.066 -0.842 -1.0551
C -0.230 2.515 -0.738 -0.3381
C -1.064 1.693 0.283 -0.6093
S -1.535 0.021 -0.307 -0.5433
H 1.761 2.192 0.108 0.3020
H 1.861 2.702 -1.476 0.3676
H 1.392 1.041 -1.149 0.2008
H -0.242 3.578 -0.460 0.3093
H -0.724 2.477 -1.695 0.2740
H -2.047 2.167 0.472 0.2929
H -0.548 1.566 1.281 0.2665
```

Summary:
Charge: 0
E_LUMO, eV: -0.714
Highest occupied orbital energy, eV: -6.590
2S+1: 1
Orbital gap, eV: 5.88

---

*z*
DFT (the ωB97M-V functional and the def2-TZVPD basis) results for an isolated molecule of C5H13NS.

```
20
Properties=species:S:1:pos:R:3:mulliken_charge:R:1
C -0.933 -1.139 0.976 -0.4953
C -1.068 0.158 1.723 -0.5335
S -2.530 1.144 1.279 -0.2278
C -0.884 -0.983 -0.549 -0.9337
N -0.089 0.164 -0.976 -0.2281
C 1.354 -0.083 -0.871 -0.4242
C 2.117 1.233 -0.751 -1.1951
H -0.062 -1.670 1.338 0.3237
H -1.795 -1.769 1.153 0.3366
H -0.164 0.758 1.617 0.1718
H -1.218 -0.044 2.781 0.3990
H -2.174 1.328 0.000 0.1171
H -1.882 -0.868 -0.967 0.4957
H -0.498 -1.915 -0.994 0.3619
H -0.308 0.345 -1.946 0.2260
H 1.713 -0.635 -1.747 0.3895
H 1.540 -0.676 0.018 0.2727
H 3.185 1.061 -0.758 0.4035
H 1.910 1.693 0.216 0.2437
H 1.786 1.898 -1.544 0.2967
```

Summary:
Charge: 0
E_LUMO, eV: 0.999
SMILES string: CCNCCCS
Highest occupied orbital energy, eV: -8.806
2S+1: 1
Orbital gap, eV: 9.81

---

Which of them is the most stable? Correct choice: *z*.